Entry 1:
A cluster of 7 separate species, C29H39NO22 in total in a non-equilibrium geometry. Source: OMol25; level of theory: ωB97M-V/def2-TZVPD.

- Gap between HOMO and LUMO: 0.2926 Ha
- SMILES string: O=C(O)OCCCNCc1ccccc1O.O=C1OCCO1.O=C1OCCO1.O=C1OCCO1.O=C1OCCO1.O=C1OCCO1.O=C1OCCO1
- DFT total energy: -77228.2639 eV
- Strongest force on any atom: 9.297 eV/A
- Charge: 0

XYZ file:
```
91
C29H39NO22 ωB97M-V/def2-TZVPD
O 0.4533 2.4043 4.2363
C 0.8274 1.2258 3.6716
O 2.2730 0.8708 3.4972
O -0.1857 0.2220 3.2199
C -1.0318 0.8635 2.2005
C -1.5120 -0.1512 0.9833
C -0.2161 -0.9415 0.2822
N -0.2688 -2.3599 0.8073
C -0.0858 -3.3970 -0.2791
C 1.3625 -4.1675 -0.0804
C 2.2956 -4.3219 -1.4364
C 3.7602 -5.0687 -1.3222
C 4.3200 -5.6362 0.1313
C 3.4086 -5.5049 1.4931
C 1.9322 -4.7798 1.3323
O 1.1161 -4.7104 2.5893
H 2.5576 0.3600 4.3223
H -0.4720 1.7941 1.7638
H -2.0386 1.2152 2.7335
H -2.1796 -0.9823 1.5122
H -2.0729 0.4089 0.1190
H -0.1976 -0.8437 -0.8842
H 0.7622 -0.4130 0.7173
H 0.4649 -2.4073 1.5481
H -0.1911 -2.9675 -1.3782
H -0.9167 -4.2419 -0.1646
H 1.9112 -3.9294 -2.4744
H 4.4345 -5.2045 -2.2967
H 5.3748 -6.1414 0.2424
H 3.7401 -5.9016 2.5605
H 0.2510 -5.1756 2.3877
O 2.4316 8.2684 3.0516
C 2.0910 7.3994 3.8368
O 0.9293 6.6883 3.7449
C 1.0123 5.6410 4.6931
C 1.9958 6.1590 5.6919
O 2.8221 7.0120 4.9227
H 0.0332 5.4418 5.1375
H 1.3656 4.7352 4.1893
H 1.5183 6.7476 6.4824
H 2.5838 5.3592 6.1503
O -2.3906 2.3694 0.0763
C -1.8728 3.4732 0.0395
O -2.2457 4.5271 0.8229
C -1.2710 5.5374 0.6440
C -0.6868 5.2180 -0.6937
O -0.8453 3.8154 -0.7916
H -1.7310 6.5291 0.6715
H -0.5339 5.4643 1.4506
H -1.2348 5.6940 -1.5138
H 0.3687 5.4949 -0.7637
O 1.2135 6.1919 -3.6487
C 2.1499 5.5119 -3.2635
O 2.9102 4.7167 -4.0715
C 4.0142 4.2823 -3.2998
C 3.5168 4.3945 -1.8952
O 2.5731 5.4464 -1.9672
H 4.2918 3.2579 -3.5627
H 4.8648 4.9434 -3.4964
H 3.0079 3.4853 -1.5580
H 4.3155 4.6376 -1.1891
O 4.4686 -8.9544 -0.8438
C 4.5740 -8.8305 -2.0526
O 4.3285 -9.8252 -2.9548
C 4.3407 -9.2285 -4.2380
C 5.1724 -8.0031 -4.0392
O 4.9541 -7.6788 -2.6793
H 4.7716 -9.9088 -4.9778
H 3.3114 -8.9929 -4.5280
H 6.2402 -8.1935 -4.1904
H 4.8626 -7.1800 -4.6889
O -2.5780 -2.1194 -1.1195
C -3.7280 -2.3720 -0.8008
O -4.6686 -1.4311 -0.4951
C -5.9098 -2.1049 -0.4044
C -5.5146 -3.5129 -0.0971
O -4.2414 -3.6331 -0.7027
H -6.5325 -1.6665 0.3802
H -6.4308 -2.0166 -1.3635
H -5.4133 -3.6935 0.9783
H -6.2137 -4.2421 -0.5157
O -7.5542 0.2560 -2.0555
C -6.9816 1.2712 -1.6961
O -6.3187 2.1212 -2.5337
C -5.9957 3.2738 -1.7785
C -5.9911 2.7719 -0.3710
O -6.9195 1.7046 -0.4030
H -5.0246 3.6755 -2.0805
H -6.7644 4.0348 -1.9487
H -5.0134 2.3814 -0.0695
H -6.3043 3.5371 0.3446
```


Entry 2:
A structure of composition C29H40AlClF8NO21 in a non-equilibrium geometry. Source: OMol25; level of theory: ωB97M-V/def2-TZVPD.

- Gap between HOMO and LUMO: 0.2226 Ha
- DFT total energy: -116070.3424 eV
- Strongest force on any atom: 1.670 eV/A
- Charge: -1

XYZ file:
```
101
C29H40AlClF8NO21 ωB97M-V/def2-TZVPD
C -3.4854 4.8667 0.0502
C -4.2288 3.8570 0.9446
Cl -5.0946 4.8839 2.2356
C -3.3376 2.8278 1.7071
Al -1.4892 2.4397 0.9184
C -0.0790 1.8949 2.3366
C -0.4609 2.2492 3.8049
C -1.1591 1.0941 4.5776
N -2.5526 0.8734 4.1503
C -1.5120 0.9941 -0.5454
C -1.6717 -0.4532 0.0069
F -2.4706 1.2475 -1.5744
H -2.5991 5.3151 0.5025
H -4.2080 5.6682 -0.2018
H -3.1888 4.4225 -0.9074
H -4.9970 3.3718 0.3302
H -3.2546 3.1505 2.7530
H -3.9006 1.8748 1.7325
H -0.8744 3.7660 0.2248
H 0.8424 2.4637 2.1047
H 0.1979 0.8253 2.2332
H 0.4708 2.4433 4.3728
H -1.0861 3.1504 3.9065
H -1.1808 1.4172 5.6443
H -0.5790 0.1635 4.5276
H -2.9422 0.0594 4.6044
H -3.0662 1.6851 4.4642
H -0.5111 1.0350 -1.0225
H -0.6621 -0.8693 0.1615
H -2.2055 -1.0639 -0.7378
H -2.1699 -0.4840 0.9869
C -3.0248 5.5560 -4.2918
C -1.8856 5.9320 -5.1955
O -1.1296 6.8153 -4.3920
C -1.3455 6.4372 -3.0953
O -0.6819 6.7834 -2.1847
O -2.4183 5.6113 -3.0022
F -2.3177 6.6069 -6.3030
H -3.8466 6.2745 -4.3396
H -3.4137 4.5604 -4.4976
H -1.2592 5.0920 -5.5038
C -0.3733 8.4901 -7.8040
C 1.0787 8.3319 -8.1546
O 1.0553 8.3236 -9.5730
C -0.0223 9.0667 -9.9456
O -0.1993 9.4881 -11.0371
O -0.8630 9.2680 -8.9017
F 1.5739 7.1471 -7.7142
H -0.8970 7.5366 -7.7725
H -0.5248 9.0066 -6.8582
H 1.7196 9.1449 -7.8056
C -2.8122 -4.4097 2.1916
C -1.6364 -4.1152 1.3046
O -0.8403 -3.2613 2.1177
C -1.0976 -3.6075 3.4041
O -0.4271 -3.2975 4.3301
O -2.2194 -4.3677 3.4937
F -2.0129 -3.4402 0.1890
H -3.5886 -3.6445 2.1178
H -3.2551 -5.3842 1.9940
H -1.0450 -4.9899 1.0183
C 3.2130 -4.8933 1.4766
C 3.2517 -4.1752 0.1573
O 2.3124 -4.9019 -0.6186
C 1.4055 -5.4062 0.2554
O 0.3415 -5.8326 -0.0504
O 1.8584 -5.3452 1.5281
F 4.4769 -4.2724 -0.4273
H 3.8855 -5.7537 1.4976
H 3.4422 -4.2431 2.3184
H 2.9514 -3.1264 0.2047
C -4.7565 5.6642 6.8957
C -4.2699 4.7607 5.7988
O -4.5062 3.4666 6.3374
C -5.5643 3.5877 7.1794
O -6.1958 2.6793 7.6007
O -5.8098 4.8904 7.4759
F -2.9393 4.9132 5.5850
H -3.9867 5.8533 7.6475
H -5.1283 6.6163 6.5221
H -4.8054 4.8681 4.8544
C 7.4648 -6.8520 -2.1652
C 6.9080 -6.0376 -1.0343
O 8.0226 -5.9094 -0.1670
C 9.1311 -5.9590 -0.9574
O 10.2127 -5.6272 -0.6139
O 8.8323 -6.4364 -2.1927
F 5.9171 -6.7055 -0.3837
H 7.4144 -7.9255 -1.9701
H 6.9736 -6.6455 -3.1136
H 6.5532 -5.0472 -1.3224
C 4.9373 -11.1218 0.0659
C 3.5942 -10.5261 -0.2542
O 3.8849 -9.6855 -1.3579
C 4.9463 -10.2431 -1.9974
O 5.2891 -9.9600 -3.0954
O 5.5585 -11.1719 -1.2213
F 3.1271 -9.7679 0.7689
H 5.5235 -10.4825 0.7293
H 4.8646 -12.1150 0.5048
H 2.8337 -11.2554 -0.5425
```


Q: What is the strongest force on any atom in the second record?
A: 1.670 eV/A


Q: The lowest DFT total energy belongs to which entry?
A: C29H40AlClF8NO21